[1]
Formula: C46H66N11O2
Source: the OMol25 dataset
Level of theory: ωB97M-V with the def2-TZVPD basis set

The geometry in XYZ format:
```
125
Properties=species:S:1:pos:R:3:mulliken_charge:R:1
C -3.55 2.70 0.79 -0.57
O -2.59 2.60 -0.28 -0.01
C -1.71 1.60 -0.01 0.77
C -0.99 1.40 -1.33 -1.12
N 0.21 0.58 -1.35 2.71
H 0.66 0.84 -2.26 -0.07
H 0.80 0.96 -0.59 -1.47
C 0.04 -0.88 -1.12 -0.15
C 1.35 -1.52 -0.83 -0.16
O 1.11 -2.88 -0.61 -0.14
C 2.22 -3.77 -0.45 -0.91
H -4.58 2.24 0.55 0.31
H -4.13 3.71 0.95 -0.31
H -3.23 2.44 1.79 0.37
H -2.09 0.56 0.09 -0.37
H -1.13 1.72 0.95 -0.61
H -0.43 2.32 -1.64 0.41
H -1.63 1.25 -2.13 0.81
H -0.45 -1.46 -1.89 -0.04
H -0.46 -1.03 -0.21 0.10
H 2.04 -1.19 0.27 -0.30
H 2.08 -1.26 -1.57 0.32
H 2.88 -3.88 -1.26 0.46
H 1.75 -4.72 -0.02 -0.04
H 2.82 -3.34 0.21 0.58
N -0.92 -7.10 0.44 -0.06
C 0.35 -7.44 0.38 -0.51
C 0.55 -8.02 -0.86 -0.05
C -0.87 -8.31 -1.51 -1.00
C -1.68 -7.74 -0.65 -0.32
H -1.39 -6.68 1.21 0.22
H 1.09 -7.12 1.05 0.57
H 1.51 -8.38 -1.28 0.35
H -1.04 -8.52 -2.49 0.42
H -2.74 -7.62 -0.85 0.36
N -6.32 4.05 3.07 -0.06
C -5.58 5.15 2.51 -0.35
C -4.82 5.66 3.52 -0.56
C -4.90 4.54 4.65 -0.19
C -5.87 3.76 4.31 -0.39
H -6.98 3.44 2.43 0.31
H -5.72 5.41 1.42 0.45
H -3.94 6.48 3.25 0.25
H -4.39 4.55 5.74 0.33
H -6.59 3.03 4.97 0.26
N 0.62 0.77 3.61 -0.38
C -0.18 0.12 2.76 -0.56
C 0.48 -1.09 2.44 -0.22
C 1.86 -0.88 3.00 -0.59
C 1.90 0.24 3.80 -0.65
H 0.29 1.66 3.98 0.79
H -1.26 0.26 2.79 0.47
H 0.04 -2.04 1.92 0.36
H 2.84 -1.60 2.91 0.27
H 2.71 0.68 4.43 0.35
N 1.86 1.88 0.95 0.00
C 2.89 1.57 0.01 -1.07
C 2.73 2.47 -1.04 0.00
C 1.66 3.39 -0.75 -1.54
C 1.26 3.04 0.56 0.04
H 1.57 1.40 1.65 0.81
H 3.52 0.79 0.37 0.81
H 3.20 2.66 -2.02 0.55
H 1.35 4.11 -1.45 0.59
H 0.45 3.32 1.29 -0.08
N 1.41 2.15 -4.57 0.06
C 0.03 1.61 -4.39 -0.97
C 0.13 0.27 -4.43 -0.91
C 1.61 -0.11 -4.39 -0.52
C 2.33 1.16 -4.50 -0.83
H 1.41 3.06 -4.74 0.11
H -0.58 2.38 -4.34 0.88
H -0.77 -0.21 -4.20 0.51
H 2.19 -0.95 -4.47 0.83
H 3.21 1.50 -4.24 0.89
N 4.49 -8.82 1.57 0.02
C 3.73 -8.45 0.53 -0.55
C 4.00 -7.09 0.29 0.13
C 4.84 -6.59 1.39 -0.53
C 5.04 -7.72 2.21 -0.44
H 4.56 -9.79 1.83 0.21
H 3.06 -9.16 0.01 0.29
H 3.57 -6.44 -0.70 0.16
H 5.24 -5.70 1.67 0.49
H 5.79 -7.76 3.15 0.26
N -2.59 -2.57 -2.46 -0.12
C -2.75 -2.85 -1.07 -0.65
C -3.32 -1.67 -0.58 -0.79
C -3.67 -0.80 -1.78 0.01
C -3.19 -1.35 -2.91 -0.51
H -2.02 -3.33 -2.94 0.28
H -2.38 -3.85 -0.61 0.32
H -3.81 -1.75 0.27 0.91
H -4.31 0.26 -2.01 0.21
H -3.09 -0.96 -3.95 0.47
N -0.39 2.77 5.51 -0.09
C -1.55 3.02 4.73 -0.27
C -1.19 3.65 3.55 -1.00
C 0.25 4.01 3.81 -0.42
C 0.67 3.39 4.92 -1.34
H -0.47 2.22 6.46 0.34
H -2.70 2.51 5.10 0.21
H -1.84 3.87 2.84 1.57
H 0.71 4.72 3.18 0.60
H 1.57 3.30 5.39 0.60
N -3.37 7.07 -3.48 -0.04
C -4.46 6.23 -3.74 -0.60
C -4.64 5.60 -2.58 -0.36
C -3.26 5.65 -1.90 -0.38
C -2.61 6.66 -2.57 -0.52
H -3.07 8.04 -4.13 0.35
H -5.18 6.70 -4.52 0.27
H -5.51 5.02 -2.30 0.36
H -2.92 5.09 -1.12 0.63
H -1.52 7.16 -2.54 0.27
N 6.15 -0.15 -0.64 0.03
C 5.20 -1.11 -1.02 -1.74
C 4.91 -0.85 -2.31 0.06
C 5.63 0.40 -2.79 -0.91
C 6.30 0.79 -1.65 -0.33
H 6.54 -0.26 0.33 0.28
H 4.95 -1.97 -0.60 0.89
H 4.27 -1.30 -2.93 0.87
H 5.61 0.86 -3.74 0.59
H 7.17 1.59 -1.55 0.28
```

Calculated total energy in eV: -69232.6761
Total charge: +1
Kohn-Sham gap in eV: 8.4
Largest force on an atom in eV Å⁻¹: 10.56
HOMO in eV: -9.8

=====

[2]
Formula: C9H14
Source: the OMol25 dataset
Level of theory: ωB97M-V with the def2-TZVPD basis set

The geometry in XYZ format:
```
23
Properties=species:S:1:pos:R:3:mulliken_charge:R:1
C 1.26 2.39 2.27 -1.22
C 0.38 1.22 1.88 0.85
C 0.24 0.94 0.55 -0.60
C -0.79 0.12 0.15 -0.55
C -1.39 -0.78 1.14 -0.49
C -1.06 -0.63 2.50 -0.39
C -0.14 0.35 2.86 -0.63
H 1.24 3.36 1.68 0.36
H 2.34 1.89 2.41 0.24
H 0.81 2.73 3.20 0.33
H 0.64 1.71 -0.13 0.29
H -1.10 -0.09 -0.80 0.77
H -2.25 -1.36 0.80 0.35
H -1.40 -1.30 3.24 0.41
H -0.16 0.61 3.88 0.35
C 0.05 -1.89 -3.78 -0.95
C 0.31 -0.95 -2.64 -0.33
H 0.81 -1.70 -4.62 0.26
H -0.04 -2.94 -3.46 0.30
H -0.99 -1.74 -4.25 0.27
H -0.47 -0.82 -1.89 -0.15
H 0.39 0.17 -2.88 0.30
H 1.30 -1.27 -2.09 0.24
```

Calculated total energy in eV: -9558.1521
SMILES: Cc1ccccc1.CC
Kohn-Sham gap in eV: 9.8
Largest force on an atom in eV Å⁻¹: 5.02
HOMO in eV: -8.8

=====

[3]
Formula: C12H22N9O5Tc
Source: the OMol25 dataset
Level of theory: ωB97M-V with the def2-TZVPD basis set

The geometry in XYZ format:
```
49
Properties=species:S:1:pos:R:3:mulliken_charge:R:1
Tc 1.40 -0.88 -1.45 0.83
C 3.05 -0.42 3.89 -1.07
N 2.07 -0.73 2.87 0.12
C 0.70 -0.84 3.34 -0.99
C 2.34 -0.68 1.54 0.82
N 1.49 -0.83 0.61 -0.19
N 3.68 -0.47 1.18 -0.02
C 4.17 -0.43 -0.09 0.54
N 5.52 -0.34 -0.17 -0.37
N 3.43 -0.44 -1.16 -0.41
H 2.59 -0.59 4.86 0.28
H 3.37 0.62 3.84 0.39
H 3.92 -1.08 3.82 0.41
H 0.68 -1.45 4.24 0.38
H 0.06 -1.32 2.60 0.24
H 0.28 0.15 3.56 0.36
H 0.50 -1.01 0.85 -0.27
H 4.35 -0.39 1.93 0.20
H 6.12 -0.39 0.64 0.17
H 5.97 -0.32 -1.07 0.20
H 3.99 -0.38 -2.01 0.16
O -4.80 1.42 -1.41 -0.41
C -4.12 2.46 -0.89 0.09
O -4.66 3.48 -0.55 -0.58
C -2.68 2.23 -0.79 0.68
C -1.75 3.24 -0.54 -0.82
N -0.54 2.67 -0.61 -0.33
N -0.60 1.37 -0.89 0.27
C -1.89 1.07 -1.01 -0.78
C -1.27 -1.43 -0.69 0.87
O -2.63 -2.31 -0.96 -0.69
O -0.28 -1.81 -1.47 -0.92
H -5.74 1.66 -1.49 0.36
H -1.91 4.28 -0.34 0.55
H 0.36 3.12 -0.53 0.16
C 1.60 -0.36 -3.32 -0.62
H 0.78 -0.05 -3.96 0.26
H 2.52 -0.23 -3.89 0.25
C -3.90 -0.84 0.34 -0.69
N -3.35 -1.12 -0.98 0.35
C -2.17 -0.31 -1.44 1.07
N -2.13 -0.43 -2.86 -0.68
O -1.10 -1.29 0.55 -1.06
H -4.63 -1.61 0.58 0.37
H -4.35 0.14 0.37 0.30
H -3.06 -0.91 1.04 0.16
H -4.08 -1.15 -1.70 0.44
H -1.53 0.27 -3.28 0.29
H -1.78 -1.35 -3.12 0.34
```

Calculated total energy in eV: -38637.9703
Total charge: +1
Kohn-Sham gap (spin up / spin down) in eV: 7.0 / 7.3
Multiplicity: 2
Largest force on an atom in eV Å⁻¹: 2.50
HOMO (spin up / spin down) in eV: -10.7 / -10.5

=====

[4]
Formula: C5H9O7
Source: the OMol25 dataset
Level of theory: ωB97M-V with the def2-TZVPD basis set

The geometry in XYZ format:
```
21
Properties=species:S:1:pos:R:3:mulliken_charge:R:1
O 1.68 0.84 -1.78 0.04
O 2.88 0.72 -2.01 -0.07
H -3.83 -0.92 -2.24 0.32
O -2.86 -1.08 -2.28 -0.37
O -2.48 -0.59 -0.94 -0.23
C -1.06 -0.68 -0.91 -0.48
C -0.59 -0.14 0.44 0.60
C 0.87 -0.13 0.66 0.28
C 1.57 0.99 1.29 -1.40
C 1.60 -1.31 0.27 -0.14
O 2.82 -1.42 0.11 -0.52
O -1.10 1.21 0.50 -0.33
O -1.24 1.45 1.95 -0.40
H -2.05 2.00 1.92 0.32
H -0.78 -1.74 -1.05 0.32
H -0.60 -0.07 -1.70 0.31
H -1.08 -0.75 1.23 0.40
H 2.65 0.82 1.21 0.42
H 1.32 1.95 0.83 0.30
H 1.33 1.04 2.37 0.35
H 0.94 -2.19 0.13 0.28
```

Calculated total energy in eV: -19651.9975
Kohn-Sham gap (spin up / spin down) in eV: 9.3 / 8.3
Multiplicity: 4
Largest force on an atom in eV Å⁻¹: 2.76
HOMO (spin up / spin down) in eV: -8.7 / -9.7

=====

[5]
Formula: C4H7N2
Source: the OMol25 dataset
Level of theory: ωB97M-V with the def2-TZVPD basis set

The geometry in XYZ format:
```
13
Properties=species:S:1:pos:R:3:mulliken_charge:R:1
C 1.56 0.20 0.17 0.27
C 1.34 -0.96 -0.34 -0.45
C -0.07 -1.20 0.15 -0.31
N -0.67 -0.18 -0.58 -0.22
C -0.58 1.00 0.08 -0.49
N 0.80 0.99 0.82 -0.13
H 1.75 -1.54 -1.13 0.40
H -0.15 -2.23 -0.25 0.27
H -0.17 -1.23 1.18 0.34
H -0.27 -0.07 -1.51 0.35
H -0.47 2.02 -0.40 0.32
H -1.36 1.03 0.74 0.40
H 0.98 1.28 1.73 0.26
```

Calculated total energy in eV: -7230.4410
SMILES: C1=CCNC[NH+]=1
Total charge: +1
Kohn-Sham gap in eV: 9.4
Largest force on an atom in eV Å⁻¹: 4.93
HOMO in eV: -15.1